No. 1
Here is a structure of composition C37H47BrO6PS4SiY in a non-equilibrium geometry from OMol25. Energies are from ωB97M-V/def2-TZVPD.

Structure (XYZ):
```
98
Properties=species:S:1:pos:R:3
Y -0.226 -0.508 -0.298
O 0.449 0.432 1.983
S -0.441 1.507 2.503
C 0.285 3.108 1.902
C 1.646 3.486 2.462
C 2.741 2.501 2.038
C 3.287 2.768 0.641
S 3.234 1.272 -0.471
O 1.825 0.810 -0.401
C 4.172 0.187 0.648
C 5.557 0.248 0.622
C 6.287 -0.587 1.449
C 5.637 -1.469 2.299
C 4.254 -1.528 2.315
C 3.518 -0.708 1.474
C 0.059 1.701 4.240
C 0.974 0.833 4.807
C 1.311 0.974 6.143
C 0.742 1.983 6.901
C -0.190 2.836 6.333
C -0.544 2.689 5.004
H -0.472 3.849 2.152
H 0.306 2.979 0.820
H 1.591 3.509 3.553
H 1.899 4.499 2.132
H 2.307 1.502 2.076
H 3.556 2.528 2.763
H 4.323 3.098 0.648
H 2.687 3.507 0.112
H 6.054 0.936 -0.047
H 7.365 -0.550 1.433
H 6.215 -2.109 2.950
H 3.744 -2.211 2.977
H 2.438 -0.756 1.469
H 1.405 0.054 4.195
H 2.018 0.296 6.593
H 1.017 2.101 7.938
H -0.640 3.614 6.929
H -1.281 3.342 4.560
C -0.664 -4.455 -0.038
Si 0.608 -3.015 0.250
C 2.222 -3.597 -0.664
C 1.032 -3.353 2.106
C 0.469 -2.607 3.138
C 0.781 -2.867 4.462
C 1.660 -3.888 4.784
C 2.213 -4.657 3.773
C 1.892 -4.390 2.454
H -0.307 -5.369 0.431
H -0.840 -4.673 -1.088
H -1.626 -4.219 0.412
H 2.273 -4.682 -0.717
H 3.114 -3.250 -0.148
H 2.269 -3.218 -1.683
H -0.230 -1.814 2.894
H 0.336 -2.277 5.251
H 1.914 -4.086 5.816
H 2.888 -5.466 4.016
H 2.323 -4.994 1.670
C -3.973 0.884 -4.569
C -2.660 0.883 -5.336
C -2.707 -0.008 -6.570
O -1.538 0.562 -4.505
P -1.218 -0.695 -3.588
S 0.707 -0.416 -3.129
S -2.527 -0.896 -2.069
O -1.416 -1.872 -4.672
C -1.358 -3.284 -4.501
C -0.031 -3.717 -3.899
C -2.548 -3.803 -3.701
H -4.756 1.309 -5.192
H -3.882 1.485 -3.667
H -4.258 -0.124 -4.280
H -2.428 1.910 -5.647
H -2.964 -1.028 -6.299
H -1.734 -0.017 -7.054
H -3.448 0.371 -7.269
H -1.433 -3.657 -5.533
H 0.061 -3.316 -2.890
H 0.793 -3.335 -4.496
H 0.022 -4.802 -3.864
H -2.495 -3.461 -2.670
H -2.554 -4.890 -3.718
H -3.478 -3.440 -4.134
Br -8.537 1.564 0.317
C -6.659 1.292 0.415
C -6.173 0.004 0.565
C -4.808 -0.183 0.648
C -3.940 0.901 0.573
C -4.445 2.185 0.406
C -5.813 2.386 0.340
C -2.481 0.612 0.618
O -1.648 1.445 0.156
O -2.112 -0.487 1.104
H -6.847 -0.838 0.614
H -4.388 -1.170 0.758
H -3.768 3.024 0.331
H -6.223 3.380 0.227
```

The LUMO energy is 0.22 eV. As for the spin multiplicity: 1. As for the electronic energy: -183016.44030 eV. The frontier orbital gap is 7.581 eV. For the largest force on an atom, the calculation gives 2.70 eV/Å.



No. 2
Here is a cluster of 15 separate species, C47H129N5O15 in total in a non-equilibrium geometry from OMol25. Energies are from ωB97M-V/def2-TZVPD.

Structure (XYZ):
```
196
Properties=species:S:1:pos:R:3
C -16.607 -20.312 12.163
C -15.902 -20.688 10.880
O -16.854 -21.553 10.233
H -16.257 -19.588 12.877
H -16.835 -21.231 12.681
H -17.637 -19.920 11.903
H -14.978 -21.281 11.045
H -15.624 -19.884 10.243
H -17.504 -21.017 9.801
C -13.817 -17.857 15.010
C -13.785 -17.852 13.475
O -13.335 -19.035 12.916
H -13.938 -16.812 15.304
H -12.864 -18.176 15.420
H -14.654 -18.495 15.386
H -13.239 -16.987 13.226
H -14.795 -17.610 13.129
H -12.491 -19.252 13.391
C -19.867 -18.065 17.078
C -18.551 -17.229 16.813
O -17.675 -17.832 15.897
H -19.569 -19.044 17.376
H -20.487 -18.062 16.151
H -20.466 -17.608 17.827
H -18.115 -16.946 17.724
H -18.898 -16.308 16.332
H -17.174 -18.509 16.315
C -21.710 -20.017 12.427
C -20.502 -20.635 11.582
C -20.858 -21.885 10.762
O -19.910 -19.712 10.724
H -21.289 -19.300 13.182
H -22.238 -20.841 12.933
H -22.300 -19.514 11.692
H -19.826 -20.989 12.385
H -21.499 -21.581 9.936
H -21.437 -22.518 11.492
H -19.906 -22.353 10.609
H -19.400 -19.086 11.242
C -10.658 -16.855 7.191
C -10.345 -15.374 7.537
C -9.646 -14.650 6.356
O -11.536 -14.732 7.912
H -11.387 -17.237 7.983
H -9.693 -17.381 7.230
H -11.081 -16.933 6.182
H -9.671 -15.336 8.411
H -10.379 -14.620 5.487
H -8.763 -15.164 6.021
H -9.421 -13.555 6.616
H -11.321 -13.798 8.133
C -21.421 -11.450 9.533
C -21.050 -12.869 9.808
C -20.811 -13.599 8.521
O -19.939 -12.900 10.704
H -20.769 -10.826 8.988
H -21.559 -10.961 10.530
H -22.434 -11.394 9.139
H -21.879 -13.357 10.342
H -19.923 -13.173 8.008
H -21.612 -13.411 7.794
H -20.745 -14.672 8.593
H -19.660 -13.860 10.694
C -19.349 -11.789 13.895
C -20.049 -12.985 14.493
C -20.848 -12.753 15.823
O -21.037 -13.517 13.552
H -20.061 -11.112 13.436
H -18.674 -12.125 13.139
H -18.895 -11.201 14.695
H -19.278 -13.673 14.699
H -21.190 -13.756 16.102
H -21.617 -11.995 15.797
H -20.071 -12.480 16.571
H -20.759 -13.141 12.679
C -10.505 -11.082 10.424
C -10.010 -11.295 8.988
C -8.689 -12.013 8.973
O -11.021 -11.885 8.158
H -10.399 -12.036 11.005
H -11.613 -10.785 10.339
H -10.075 -10.274 10.985
H -9.870 -10.317 8.584
H -8.330 -12.367 8.031
H -8.829 -12.912 9.611
H -7.898 -11.382 9.411
H -11.626 -11.199 8.006
C -16.096 -20.816 5.822
C -16.275 -19.593 6.715
C -16.075 -18.334 5.888
O -17.471 -19.537 7.488
H -16.837 -20.658 5.016
H -16.353 -21.686 6.415
H -15.103 -20.979 5.371
H -15.396 -19.631 7.461
H -16.885 -18.362 5.146
H -15.140 -18.174 5.411
H -16.270 -17.483 6.515
H -18.287 -19.850 6.990
C -13.571 -13.980 14.149
C -14.726 -13.285 14.776
C -15.103 -13.908 16.092
O -14.431 -11.892 15.074
H -12.701 -13.922 14.908
H -13.280 -13.552 13.134
H -13.917 -15.035 13.960
H -15.623 -13.370 14.131
H -15.970 -13.434 16.577
H -14.193 -13.825 16.775
H -15.278 -14.988 15.907
H -14.637 -11.320 14.307
C -19.477 -17.258 5.802
C -20.404 -17.672 6.892
C -20.936 -19.057 6.515
O -19.897 -19.970 6.521
C -20.335 -21.310 6.367
N -19.672 -17.639 8.172
H -18.781 -18.003 5.587
H -18.947 -16.309 6.030
H -20.022 -17.062 4.852
H -21.223 -16.959 6.927
H -21.335 -19.048 5.505
H -21.740 -19.377 7.177
H -19.474 -21.965 6.488
H -20.688 -21.471 5.317
H -21.138 -21.519 7.109
H -20.251 -18.204 8.860
H -18.793 -18.105 8.136
C -13.197 -13.632 5.334
C -13.984 -14.894 5.660
C -15.084 -14.651 6.642
O -15.921 -13.621 6.206
C -17.223 -13.684 6.718
N -14.493 -15.558 4.443
H -12.302 -13.904 4.746
H -12.828 -13.191 6.303
H -13.760 -12.906 4.756
H -13.276 -15.550 6.213
H -14.560 -14.388 7.533
H -15.636 -15.573 6.815
H -17.686 -14.663 6.707
H -17.772 -12.911 6.192
H -17.260 -13.369 7.766
H -13.825 -15.592 3.707
H -15.367 -15.108 4.183
C -23.777 -16.292 10.928
C -23.101 -15.681 12.101
C -24.059 -15.799 13.281
O -24.218 -17.161 13.683
C -24.947 -17.372 14.864
N -21.818 -16.212 12.491
H -24.166 -17.234 11.172
H -23.101 -16.400 10.111
H -24.532 -15.635 10.547
H -23.027 -14.571 11.928
H -24.990 -15.355 13.000
H -23.631 -15.245 14.190
H -24.668 -18.330 15.154
H -26.024 -17.169 14.717
H -24.659 -16.721 15.718
H -21.962 -17.137 12.996
H -21.421 -15.606 13.177
C -18.086 -15.934 13.043
C -17.899 -15.666 11.492
C -16.968 -16.599 10.822
O -15.669 -16.613 11.488
C -14.622 -16.760 10.525
N -19.225 -15.650 10.756
H -17.238 -15.645 13.618
H -18.307 -16.976 13.238
H -18.937 -15.455 13.531
H -17.379 -14.739 11.361
H -16.915 -16.298 9.770
H -17.493 -17.594 10.791
H -13.684 -16.581 11.057
H -14.732 -16.020 9.726
H -14.547 -17.763 10.058
H -19.158 -16.176 9.840
H -19.935 -16.156 11.289
C -16.803 -9.394 10.913
C -15.866 -10.262 11.875
C -14.538 -10.694 11.184
O -14.789 -11.278 9.963
C -15.240 -12.570 10.082
N -15.434 -9.751 13.156
H -17.752 -9.322 11.544
H -17.042 -10.027 10.043
H -16.375 -8.478 10.632
H -16.402 -11.186 12.045
H -14.038 -11.413 11.879
H -13.883 -9.834 11.057
H -14.731 -13.233 9.348
H -16.278 -12.639 9.865
H -15.034 -13.059 11.072
H -14.666 -9.122 13.090
H -16.136 -9.264 13.680
```

The energy above the lowest of the compared OMol25 structures with the same formula, charge and spin is 33.7 kcal per mole. The LUMO energy is 0.65 eV. As for the spin multiplicity: 1. As for the electronic energy: -88988.52184 eV. The frontier orbital gap is 9.299 eV. For the largest force on an atom, the calculation gives 3.91 eV/Å.



No. 3
Here is a cluster of 5 separate species, C43H79ClNO14 in total from OMol25. Energies are from ωB97M-V/def2-TZVPD.

Structure (XYZ):
```
138
Properties=species:S:1:pos:R:3
C 3.361 4.699 -0.599
C 2.150 3.911 -1.122
C 2.325 2.388 -1.119
C 0.990 1.667 -1.306
C 0.935 0.804 -2.557
N 0.572 0.843 -0.093
C 1.470 -0.372 0.153
C 0.815 -1.634 -0.441
C 0.060 -2.557 0.524
C 0.838 -3.752 1.087
C 1.187 -4.803 0.026
C 1.886 -6.067 0.568
C 3.425 -6.037 0.622
C 4.042 -5.581 1.953
C 5.432 -4.945 1.780
C 5.368 -3.426 1.839
C 6.721 -2.704 1.763
O 7.727 -3.551 1.254
C 8.577 -2.975 0.292
C 1.847 -0.470 1.621
C 2.477 0.822 2.139
C 3.040 0.576 3.540
C 1.468 2.001 2.044
C 0.959 2.548 3.391
C -0.003 1.635 4.180
C -1.374 2.254 4.463
Cl -1.486 2.911 6.120
C 0.252 1.649 1.192
O -0.462 2.781 0.839
C -1.897 2.684 0.925
C -2.532 1.757 -0.112
H 3.965 4.055 0.044
H 3.979 5.062 -1.420
H 2.980 5.533 -0.016
H 1.267 4.165 -0.530
H 1.933 4.196 -2.157
H 2.967 2.114 -1.963
H 2.851 2.055 -0.224
H 0.223 2.429 -1.417
H 1.761 0.089 -2.611
H -0.011 0.271 -2.667
H 1.027 1.477 -3.411
H -0.329 0.447 -0.360
H 2.396 -0.162 -0.388
H 0.124 -1.321 -1.227
H 1.592 -2.203 -0.960
H -0.380 -1.979 1.345
H -0.784 -2.993 -0.009
H 1.726 -3.441 1.645
H 0.182 -4.242 1.815
H 0.248 -5.095 -0.458
H 1.813 -4.378 -0.767
H 1.590 -6.901 -0.073
H 1.497 -6.295 1.569
H 3.795 -7.041 0.400
H 3.801 -5.400 -0.189
H 3.364 -4.866 2.428
H 4.115 -6.437 2.627
H 6.117 -5.309 2.550
H 5.862 -5.241 0.820
H 4.731 -3.083 1.015
H 4.883 -3.153 2.782
H 6.642 -1.812 1.126
H 7.010 -2.353 2.763
H 8.008 -2.393 -0.444
H 9.086 -3.789 -0.223
H 9.329 -2.322 0.750
H 0.990 -0.732 2.247
H 2.572 -1.279 1.686
H 3.333 1.045 1.491
H 3.389 1.488 4.022
H 3.896 -0.097 3.466
H 2.306 0.093 4.190
H 1.976 2.842 1.563
H 0.437 3.482 3.166
H 1.817 2.843 3.990
H 0.448 1.395 5.145
H -0.150 0.669 3.688
H -2.182 1.530 4.365
H -1.578 3.096 3.801
H -0.399 0.967 1.750
H -2.171 2.371 1.939
H -2.235 3.713 0.811
H -2.637 0.747 0.302
H -3.531 2.075 -0.396
H -1.912 1.693 -1.000
C 1.323 10.082 2.132
C 2.311 9.035 2.565
C 3.402 8.679 1.572
O 3.678 7.309 1.903
C 2.565 6.784 2.455
O 2.401 5.623 2.670
O 1.665 7.749 2.717
H 0.508 10.155 2.849
H 1.817 11.052 2.073
H 0.904 9.838 1.155
H 2.752 9.287 3.533
H 4.311 9.265 1.670
H 3.038 8.722 0.543
C -5.853 4.400 -4.884
C -5.559 3.042 -4.316
C -5.791 2.860 -2.829
O -4.834 1.838 -2.492
C -3.822 1.913 -3.391
O -2.787 1.326 -3.281
O -4.141 2.735 -4.393
H -5.517 4.452 -5.917
H -6.928 4.576 -4.867
H -5.350 5.179 -4.310
H -6.086 2.277 -4.884
H -6.789 2.521 -2.568
H -5.543 3.764 -2.266
C -9.486 -1.472 -4.974
C -8.716 -0.941 -6.151
C -7.259 -1.355 -6.250
O -6.671 -0.237 -6.929
C -7.433 0.851 -6.687
O -7.128 1.966 -6.970
O -8.578 0.496 -6.071
H -10.467 -1.003 -4.918
H -9.625 -2.548 -5.079
H -8.954 -1.273 -4.042
H -9.233 -1.159 -7.089
H -7.082 -2.260 -6.822
H -6.801 -1.441 -5.261
C -2.324 -9.249 0.902
C -1.748 -7.882 1.147
C -2.277 -7.128 2.353
O -2.140 -5.759 1.939
C -2.182 -5.727 0.589
O -2.252 -4.730 -0.059
O -2.114 -6.971 0.084
H -1.988 -9.637 -0.058
H -1.993 -9.933 1.685
H -3.413 -9.215 0.899
H -0.655 -7.913 1.174
H -1.714 -7.287 3.268
H -3.336 -7.334 2.523
```

The LUMO energy is -1.38 eV. As for the spin multiplicity: 1. As for the electronic energy: -88546.00643 eV. The frontier orbital gap is 9.759 eV. As for the net charge: +1. For the largest force on an atom, the calculation gives 0.81 eV/Å.



No. 4
Here is an isolated molecule of C4H9NO2 from OMol25. Energies are from ωB97M-V/def2-TZVPD.

Structure (XYZ):
```
16
Properties=species:S:1:pos:R:3
C 1.851 0.283 0.995
O 0.806 0.951 0.329
C 0.464 0.448 -0.945
C -1.069 0.472 -1.061
N -1.707 -0.063 0.133
C -1.321 -1.288 0.564
O -0.729 -2.106 -0.116
H 1.670 -0.801 1.045
H 2.829 0.461 0.524
H 1.876 0.687 2.013
H 0.846 -0.578 -1.072
H 0.901 1.070 -1.739
H -1.357 -0.128 -1.929
H -1.476 1.479 -1.208
H -1.982 0.593 0.853
H -1.600 -1.480 1.614
```

The energy above the lowest of the compared OMol25 structures with the same formula, charge and spin is 34.1 kcal per mole. The LUMO energy is 0.93 eV. As for the spin multiplicity: 1. As for the electronic energy: -9878.58297 eV. The structure (SMILES) is COCCNC=O. The frontier orbital gap is 10.700 eV. For the largest force on an atom, the calculation gives 0.41 eV/Å.



Among the records above, which one has the highest electronic energy?
C4H9NO2



Please write out number 4 again, unchanged.
Here is an isolated molecule of C4H9NO2 from OMol25. Energies are from ωB97M-V/def2-TZVPD.

Structure (XYZ):
```
16
Properties=species:S:1:pos:R:3
C 1.851 0.283 0.995
O 0.806 0.951 0.329
C 0.464 0.448 -0.945
C -1.069 0.472 -1.061
N -1.707 -0.063 0.133
C -1.321 -1.288 0.564
O -0.729 -2.106 -0.116
H 1.670 -0.801 1.045
H 2.829 0.461 0.524
H 1.876 0.687 2.013
H 0.846 -0.578 -1.072
H 0.901 1.070 -1.739
H -1.357 -0.128 -1.929
H -1.476 1.479 -1.208
H -1.982 0.593 0.853
H -1.600 -1.480 1.614
```

The energy above the lowest of the compared OMol25 structures with the same formula, charge and spin is 34.1 kcal per mole. The LUMO energy is 0.93 eV. As for the spin multiplicity: 1. As for the electronic energy: -9878.58297 eV. The structure (SMILES) is COCCNC=O. The frontier orbital gap is 10.700 eV. For the largest force on an atom, the calculation gives 0.41 eV/Å.



Which formula does entry 1 have?
C37H47BrO6PS4SiY